Entry 1:
Formula: C36H54BrClNO32P
Source: OMol25
Level of theory: ωB97M-V/def2-TZVPD

```
126
Properties=species:S:1:pos:R:3:forces:R:3:lowdin_charge:R:1
C 1.579092 -4.997087 1.822876 0.850 -0.871 2.062 -0.12
O 0.710454 -5.318384 0.701702 0.598 2.124 0.328 -0.21
C 0.318744 -4.176085 -0.126739 -0.740 0.480 -2.039 -0.28
C -0.898757 -3.250299 0.458230 -0.379 -0.713 0.114 -0.12
C -0.595843 -2.401464 1.810636 -0.775 1.454 0.037 -0.27
C -0.915061 -0.797743 1.457024 0.443 -1.483 -0.307 -0.52
Br 0.290188 0.241359 2.734231 -0.924 -0.210 -0.686 0.54
C 1.587168 -3.316839 -0.767456 0.484 -1.899 -0.591 -0.24
N 2.157188 -2.257274 0.135273 0.280 0.974 -0.555 -0.28
P 3.901434 -1.987277 -0.181781 0.690 2.102 -0.698 0.65
O 4.440825 -0.685599 0.897888 -3.034 -2.796 -0.324 -0.40
Cl 5.012374 -3.743877 0.305401 -0.827 0.291 0.088 0.19
H 1.928547 -6.043098 2.284310 -0.809 2.137 -1.175 0.11
H 1.038698 -4.452973 2.737962 0.917 -0.988 -2.176 0.10
H 2.568526 -4.425805 1.577468 -2.017 -0.921 0.101 0.05
H -0.160164 -4.684080 -1.101712 1.089 0.947 2.194 0.16
H -1.843054 -3.956978 0.635268 2.117 1.465 -0.339 0.13
H -1.215208 -2.511440 -0.398144 0.744 -1.446 1.603 0.10
H 0.511906 -2.412011 2.191821 -2.311 -0.282 -0.965 0.06
H -1.361052 -2.688416 2.669484 1.929 0.405 -1.786 0.11
H -2.035485 -0.510987 1.635914 2.388 -0.375 -0.438 0.07
H -0.514705 -0.553665 0.381006 -1.035 -0.255 2.223 0.05
H 2.452048 -4.120103 -0.943909 -1.933 1.538 0.263 0.10
H 1.305001 -2.879700 -1.834482 0.353 -0.917 2.354 0.13
H 1.699453 -1.351693 -0.187130 0.869 -1.160 0.784 0.08
H 3.774404 -0.717487 1.647189 1.276 0.206 -0.591 0.04
C -3.615601 -0.419275 -2.847285 -1.212 0.610 -0.155 -0.13
C -3.215684 -1.591822 -3.682864 -0.870 -0.642 -0.666 -0.13
O -1.802028 -1.562210 -3.629807 0.759 0.608 0.934 0.07
C -1.461568 -0.890583 -2.491097 1.596 0.155 0.569 -0.52
O -0.329081 -0.824461 -2.043006 -2.105 -0.117 -0.811 0.10
O -2.553416 -0.303858 -1.919174 1.313 -0.541 -0.087 0.06
H -4.565806 -0.580678 -2.330856 0.263 0.073 0.050 0.14
H -3.679092 0.506456 -3.428726 0.002 -0.152 0.053 0.12
H -3.565531 -2.541735 -3.265049 0.054 0.087 -0.021 0.14
H -3.567039 -1.506574 -4.714824 0.216 -0.018 0.148 0.13
C 1.292261 -9.907210 3.208180 0.566 -0.636 -0.808 -0.14
C -0.089738 -9.352077 3.086120 -0.673 0.042 -0.990 -0.14
O -0.449837 -9.077785 4.426720 0.770 0.079 0.770 0.07
C 0.712241 -8.918534 5.125198 -0.020 0.858 2.369 -0.52
O 0.775926 -8.506263 6.271349 -0.083 -0.887 -2.576 0.13
O 1.793088 -9.279709 4.373669 -0.561 0.426 0.659 0.05
H 1.914872 -9.668719 2.341511 0.015 0.015 0.265 0.14
H 1.295453 -10.991464 3.361366 -0.009 0.092 0.006 0.14
H -0.116264 -8.418300 2.514583 0.015 -0.070 0.043 0.13
H -0.786065 -10.064562 2.635397 0.008 0.169 0.218 0.14
C 0.027568 2.729659 5.943475 1.231 -0.208 0.026 -0.14
C -0.644594 3.516768 4.865677 0.620 0.637 -0.869 -0.15
O -1.997200 3.112942 4.963120 -0.486 -0.500 0.992 0.06
C -2.185520 2.660473 6.237273 -1.792 -0.462 0.734 -0.52
O -3.273461 2.392653 6.719288 2.182 0.551 -0.939 0.12
O -0.998215 2.547902 6.901433 -1.201 0.100 -0.217 0.06
H 0.876315 3.262637 6.380742 -0.233 -0.131 0.094 0.14
H 0.364653 1.747498 5.595887 -0.069 0.086 0.009 0.11
H -0.584610 4.596705 5.037247 -0.027 -0.093 0.019 0.14
H -0.242999 3.291616 3.873867 -0.253 -0.023 0.122 0.12
C -2.972432 1.422516 -6.785097 1.186 -0.187 0.004 -0.13
C -3.644594 2.209626 -7.862895 0.586 0.742 -0.828 -0.14
O -4.997200 1.805799 -7.765452 -0.407 -0.589 1.090 0.07
C -5.185520 1.353331 -6.491299 -2.480 -0.400 0.590 -0.51
O -6.273461 1.085510 -6.009283 2.498 0.533 -0.951 0.13
O -3.998215 1.240759 -5.827139 -0.868 0.027 -0.080 0.03
H -2.123685 1.955495 -6.347830 -0.208 -0.124 0.073 0.14
H -2.635347 0.440355 -7.132684 -0.031 0.063 0.026 0.14
H -3.584610 3.289562 -7.691324 0.006 -0.191 -0.065 0.12
H -3.242999 1.984473 -8.854704 -0.248 0.098 0.130 0.14
C -0.753258 5.933388 -7.355202 0.935 -0.086 0.836 -0.13
C -1.252028 7.251513 -7.851959 0.350 1.153 0.550 -0.13
O -1.900128 6.918131 -9.064781 -0.311 -1.089 -0.263 0.06
C -2.251462 5.601797 -8.978253 -1.493 -0.970 -1.724 -0.51
O -2.975291 5.028339 -9.775060 1.624 1.187 1.801 0.13
O -1.688166 5.011686 -7.883749 -0.646 0.145 -0.785 0.04
H -0.732017 5.880872 -6.263218 -0.082 -0.145 -0.214 0.14
H 0.241397 5.689502 -7.742841 -0.096 0.039 0.018 0.14
H -1.982486 7.704790 -7.173527 0.036 -0.078 -0.064 0.14
H -0.441175 7.963585 -8.028393 -0.202 -0.120 -0.132 0.13
C -4.058924 -1.365014 3.372589 0.544 1.011 0.333 -0.15
C -5.218780 -1.969924 4.094953 -0.457 0.357 1.040 -0.13
O -5.761016 -2.868005 3.145456 0.624 -0.329 -0.852 0.07
C -4.755422 -3.182869 2.277528 -0.348 -1.916 -1.705 -0.51
O -4.823503 -4.061222 1.433998 0.229 2.012 1.856 0.13
O -3.664058 -2.387605 2.477414 -0.705 -0.728 -0.271 0.01
H -3.239295 -1.102451 4.047058 -0.006 -0.103 -0.221 0.14
H -4.342078 -0.479144 2.794540 -0.004 -0.060 0.047 0.14
H -4.910859 -2.535205 4.980922 -0.009 0.052 -0.091 0.14
H -5.960677 -1.222854 4.390137 0.020 -0.244 -0.119 0.14
C 8.431646 -0.951910 -0.471550 0.112 -1.093 0.365 -0.14
C 7.659704 0.120969 0.225608 -0.833 -0.203 0.893 -0.14
O 8.154470 1.310461 -0.359567 0.597 0.035 -0.977 0.06
C 8.655046 0.972140 -1.583748 0.674 1.675 -1.659 -0.52
O 9.007839 1.776681 -2.429878 -0.770 -1.782 1.850 0.13
O 8.708272 -0.383204 -1.737646 -0.023 1.005 -0.155 0.06
H 7.856750 -1.875826 -0.578847 0.121 0.158 -0.138 0.13
H 9.378979 -1.178077 0.028941 -0.050 0.031 -0.043 0.13
H 6.583580 0.053539 0.034017 0.169 -0.006 0.070 0.11
H 7.829100 0.120471 1.305869 -0.034 0.170 -0.200 0.14
C 0.507212 8.495094 -11.136215 -1.044 -0.578 -0.317 -0.15
C 1.464369 9.088159 -12.118619 0.002 -0.109 -1.143 -0.14
O 2.213991 9.996824 -11.334712 -0.021 -0.140 1.049 0.07
C 2.133320 9.566041 -10.041818 1.649 1.176 1.923 -0.51
O 2.798666 10.015073 -9.123466 -1.611 -1.093 -2.100 0.14
O 1.212167 8.567104 -9.911143 0.677 0.502 0.167 0.04
H 0.252307 7.459267 -11.376472 0.046 0.152 0.220 0.14
H -0.415796 9.077585 -11.047649 0.080 -0.058 -0.015 0.14
H 2.144557 8.341826 -12.542445 -0.059 0.059 0.050 0.14
H 0.954593 9.608268 -12.934262 0.204 0.041 0.177 0.14
C 5.058247 -5.458984 4.803196 0.424 -1.053 0.310 -0.13
C 4.150080 -4.609848 5.632167 -0.537 -0.348 1.026 -0.14
O 4.272713 -3.329748 5.041897 0.371 0.143 -1.021 0.07
C 4.679729 -3.524163 3.753410 0.060 1.635 -1.546 -0.52
O 4.723144 -2.648647 2.905311 -0.216 -1.726 2.320 0.03
O 5.030617 -4.825657 3.537857 -0.309 1.067 -0.122 0.04
H 4.708201 -6.492110 4.727315 0.078 0.194 -0.161 0.14
H 6.087720 -5.458327 5.176382 -0.085 0.021 -0.034 0.14
H 3.104733 -4.930017 5.568604 0.095 0.012 -0.002 0.14
H 4.450202 -4.582729 6.683286 -0.083 0.174 -0.200 0.14
C -4.592788 3.985823 10.332718 -0.961 -0.584 -0.247 -0.14
C -3.635631 4.578888 9.350314 0.040 -0.201 -1.201 -0.14
O -2.886009 5.487553 10.134221 0.018 -0.029 1.060 0.06
C -2.966680 5.056770 11.427115 1.430 0.964 1.925 -0.52
O -2.301334 5.505801 12.345467 -1.506 -1.020 -2.072 0.13
O -3.887833 4.057833 11.557790 0.755 0.630 0.101 0.06
H -4.847693 2.949995 10.092461 0.095 0.150 0.192 0.14
H -5.515796 4.568314 10.421284 0.077 -0.025 -0.001 0.14
H -2.955443 3.832555 8.926488 -0.127 0.054 0.049 0.12
H -4.145407 5.098997 8.534671 0.202 0.028 0.159 0.14
```
Positions in Å, forces in eV/Å.

The value obtained for the HOMO energy is -8.46 eV. The calculation puts the LUMO energy at 0.032 eV. As for the SMILES: CO[C@@H](CCCBr)CNP(O)Cl.O=C1OCCO1.O=C1OCCO1.O=C1OCCO1.O=C1OCCO1.O=C1OCCO1.O=C1OCCO1.O=C1OCCO1.O=C1OCCO1.O=C1OCCO1.O=C1OCCO1.


Entry 2:
Formula: C36H54Cl2F6MnN3O5SSi4Te
Source: OMol25
Level of theory: ωB97M-V/def2-TZVPD

```
113
Properties=species:S:1:pos:R:3:forces:R:3:lowdin_spin:R:1
Mn -0.910139 -0.531607 0.785828 -0.044 0.058 0.608 1.00
O -0.873919 -7.354393 1.807766 -0.001 0.012 0.008 0.00
C -0.159637 -6.480998 2.667217 -0.014 -0.010 -0.023 0.00
C -0.330575 -5.058714 2.215656 -0.005 -0.012 -0.002 0.00
C 0.307483 -4.037278 2.906682 -0.001 0.005 0.011 0.00
C 0.136939 -2.731335 2.497180 0.049 0.109 0.056 0.00
N -0.623393 -2.409478 1.447904 0.043 -0.085 0.003 -0.01
C -1.235068 -3.387473 0.772997 0.023 -0.094 0.036 0.00
C -1.114944 -4.722658 1.128128 -0.057 -0.067 -0.062 0.00
C -2.055139 -2.902136 -0.345573 -0.030 0.008 -0.074 0.00
C -2.771952 -3.708403 -1.213689 0.005 -0.091 0.018 0.00
C -3.533049 -3.125168 -2.214391 -0.017 0.002 -0.023 0.00
C -4.309910 -3.977846 -3.184468 0.018 -0.029 0.007 0.00
O -3.590029 -5.121686 -3.618211 -0.004 0.013 0.006 0.00
C -3.561764 -1.740276 -2.295600 -0.004 -0.023 -0.003 0.00
C -2.819467 -1.001699 -1.396284 -0.011 0.083 0.032 0.00
N -2.065576 -1.568236 -0.457590 -0.071 0.197 -0.194 -0.01
H -0.817811 -8.244582 2.162945 0.006 -0.009 -0.001 0.00
H 0.908900 -6.722564 2.667140 0.013 -0.007 0.001 0.00
H -0.520832 -6.566361 3.697874 -0.007 0.002 0.007 0.00
H 0.933241 -4.244872 3.766033 -0.004 0.008 -0.003 0.00
H 0.589675 -1.892293 3.012698 0.002 -0.010 0.003 0.00
H -1.628824 -5.493675 0.574200 0.017 0.003 0.012 0.00
H -2.736441 -4.785178 -1.121077 -0.005 0.010 -0.016 0.00
H -4.628911 -3.364340 -4.032977 0.005 0.005 -0.012 0.00
H -5.208754 -4.363766 -2.700976 -0.010 0.006 0.003 0.00
H -2.739875 -4.827077 -3.963204 -0.003 -0.001 0.000 0.00
H -4.140566 -1.235375 -3.058334 -0.003 0.001 0.008 0.00
H -2.818666 0.080132 -1.410254 0.020 -0.064 -0.024 0.00
Cl 2.978643 -0.030487 2.633217 0.011 -0.050 -0.020 0.00
C 2.744431 0.029781 4.357273 0.052 0.041 0.023 0.00
C 3.860187 -0.165094 5.153028 0.002 0.004 -0.018 0.00
C 3.745328 -0.123631 6.533401 -0.012 0.001 0.015 0.00
C 2.498844 0.115780 7.092244 -0.003 0.000 -0.018 0.00
C 1.398218 0.304448 6.275395 0.026 0.010 -0.035 0.00
Cl -0.126074 0.595244 7.073863 -0.005 0.004 -0.001 0.00
C 1.447441 0.273149 4.861619 -0.030 0.014 0.034 0.00
S 0.043915 0.471453 3.869225 -0.045 -0.096 0.039 -0.01
H 4.815494 -0.345239 4.677380 -0.010 0.001 0.006 0.00
H 4.612374 -0.273773 7.163617 -0.010 0.002 -0.004 0.00
H 2.367115 0.156808 8.165467 0.005 -0.001 -0.008 0.00
O -2.087206 3.375730 -0.073101 -0.044 0.141 0.032 0.00
C -1.308380 2.594856 0.648785 0.117 0.171 0.261 0.00
O -1.026701 1.474884 0.288384 -0.263 -0.374 -0.416 0.01
C -0.755858 3.207971 1.910553 -0.069 -0.009 0.069 0.00
N -1.255558 4.591648 2.064607 0.018 -0.035 -0.033 0.00
C -0.076781 5.481285 2.054648 -0.002 -0.001 -0.011 0.00
C 1.079713 4.618897 2.550622 -0.002 -0.004 -0.015 0.00
C 0.783514 3.273082 1.891962 0.029 0.015 -0.065 0.00
H -1.078072 2.562418 2.732101 0.012 -0.006 0.027 0.00
H -1.744093 4.672823 2.945458 -0.020 0.004 0.004 0.00
H -2.151017 4.201105 0.474119 0.020 -0.016 -0.028 0.00
H -0.269686 6.370188 2.655515 -0.008 -0.004 0.003 0.00
H 0.113611 5.805720 1.026745 -0.006 -0.001 0.008 0.00
H 1.040508 4.524681 3.638918 -0.006 -0.011 0.001 0.00
H 2.057058 5.017250 2.275195 0.001 -0.007 0.002 0.00
H 1.193853 2.413496 2.419638 0.001 0.006 -0.007 0.00
H 1.161665 3.259081 0.867628 -0.058 0.033 0.085 0.00
C 4.938486 -0.584950 -2.715317 0.007 0.007 0.007 0.00
Si 3.378293 -0.554504 -3.770654 0.018 -0.003 -0.005 0.00
C 3.830413 0.218262 -5.437007 0.014 0.001 0.007 0.00
C 2.865531 -2.330849 -4.121913 -0.004 0.002 0.002 0.00
Si 1.709678 0.583759 -2.578795 0.076 0.063 -0.089 0.00
Te 1.306595 -0.971770 -0.699882 0.072 -0.094 -0.038 0.00
Si 2.620224 2.641537 -1.923215 -0.008 -0.006 0.039 0.00
C 3.818644 3.328320 -3.213584 0.007 -0.001 -0.014 0.00
C 3.551762 2.434808 -0.307209 -0.003 -0.038 0.007 0.00
C 1.271239 3.951464 -1.727457 -0.019 0.014 0.006 0.00
Si -0.107887 0.991800 -3.984144 -0.058 0.018 0.023 0.00
C 0.403755 2.042736 -5.469565 -0.019 0.025 0.000 0.00
C -0.795427 -0.642365 -4.626821 0.007 -0.009 -0.027 0.00
C -1.471690 1.952522 -3.112144 -0.026 -0.031 0.036 0.00
H 5.699462 -1.233998 -3.159366 -0.011 0.009 0.004 0.00
H 4.709916 -0.955050 -1.712934 0.003 0.006 -0.013 0.00
H 5.366224 0.416612 -2.616141 -0.009 -0.022 0.014 0.00
H 4.706685 -0.291018 -5.851224 -0.011 0.012 0.007 0.00
H 4.067589 1.280646 -5.350460 -0.012 -0.016 -0.005 0.00
H 3.016519 0.109629 -6.157311 -0.010 0.009 0.004 0.00
H 3.697898 -2.887504 -4.564025 -0.012 0.005 0.005 0.00
H 2.024706 -2.365886 -4.819602 0.000 -0.003 0.021 0.00
H 2.558938 -2.828089 -3.199647 0.000 0.005 -0.015 0.00
H 4.682889 2.672604 -3.345381 -0.018 0.015 -0.001 0.00
H 4.187108 4.310501 -2.901049 -0.003 -0.010 -0.008 0.00
H 3.333863 3.444498 -4.186814 0.008 -0.001 0.017 0.00
H 4.405997 1.766450 -0.445954 -0.010 0.009 0.001 0.00
H 2.916859 1.981327 0.457613 0.068 0.001 -0.046 0.00
H 3.924776 3.393250 0.067529 -0.009 0.000 -0.003 0.00
H 0.923716 4.283733 -2.710082 -0.005 -0.011 0.016 0.00
H 1.654040 4.829129 -1.195848 0.000 -0.011 -0.003 0.00
H 0.402709 3.571475 -1.184944 0.039 0.029 -0.066 0.00
H 1.230994 1.601583 -6.026666 0.014 -0.015 -0.011 0.00
H 0.713852 3.040117 -5.144107 0.007 -0.027 -0.006 0.00
H -0.440938 2.166310 -6.155154 0.015 0.005 0.012 0.00
H -0.103992 -1.092851 -5.344372 -0.006 -0.001 0.016 0.00
H -1.759072 -0.501213 -5.127041 0.018 0.004 0.013 0.00
H -0.927972 -1.348665 -3.804268 -0.004 -0.010 0.016 0.00
H -1.200639 3.007953 -3.034126 -0.002 -0.014 -0.003 0.00
H -1.645697 1.600745 -2.093248 0.052 0.040 -0.119 0.00
H -2.411009 1.893297 -3.671864 0.004 -0.014 0.009 0.00
C -3.631785 0.084223 4.071148 0.012 -0.013 -0.001 0.00
C -3.604815 -0.154332 2.553320 -0.042 -0.238 -0.046 0.00
O -2.356107 -0.247748 2.089990 0.215 0.384 -0.099 0.02
C -4.348503 1.017252 1.861587 -0.005 0.023 0.031 0.00
F -3.805513 2.196553 2.238231 0.003 -0.005 -0.029 0.00
F -4.268025 0.971755 0.522015 0.002 0.026 0.014 0.00
F -5.663273 1.089733 2.170146 0.040 -0.004 -0.014 0.00
C -4.392376 -1.471425 2.273074 -0.016 -0.001 0.029 0.00
F -4.660309 -1.668398 0.964163 -0.004 0.008 0.007 0.00
F -3.670520 -2.529989 2.678254 -0.007 0.012 -0.009 0.00
F -5.580155 -1.548924 2.915297 0.024 0.009 -0.016 0.00
H -2.954816 0.906702 4.292065 -0.009 -0.003 -0.001 0.00
H -3.228690 -0.800102 4.562489 0.001 0.008 0.001 0.00
H -4.633633 0.294128 4.447284 0.006 -0.001 0.003 0.00
```
Positions in Å, forces in eV/Å.

As for the relative energy (zero: lowest compared OMol25 entry of this formula, charge and spin): 0.00 kcal/mol. The value obtained for the HOMO energy (spin up / spin down) is -4.13 / -4.12 eV. Its multiplicity is 2. The charge is -1. The calculation puts the LUMO energy (spin up / spin down) at 1.941 / 1.945 eV. As for the expectation value of S²: 0.858.


Number 1: F_max 0.0805 hartree/bohr, electronic energy -7242.163682 Eh. Number 2: F_max 0.0120 hartree/bohr, electronic energy -6439.722892 Eh.